(1)
A cluster of 2 separate species, C3H9NO2 in total at a distorted geometry, computed with ωB97M-V/def2-TZVPD.

Kohn-Sham gap in eV: 10.57
LUMO in eV: 0.812
Structure (SMILES): CC=O.NCO

```
15
C3H9NO2 (ωB97M-V/def2-TZVPD)
C 1.294 1.162 2.126
C 0.647 -0.166 1.999
O 0.123 -0.765 2.899
H 2.023 1.152 2.939
H 1.906 1.367 1.247
H 0.649 2.021 2.273
H 0.609 -0.619 0.988
N -0.965 -1.411 -1.022
C -0.459 -0.402 -1.923
O -1.528 0.475 -2.304
H -1.658 -1.944 -1.545
H -1.472 -0.917 -0.285
H 0.002 -0.868 -2.790
H 0.274 0.208 -1.394
H -1.444 0.705 -3.210
```

Here are the Mulliken charges for atoms 1 to 8, given in e:
1 C -0.886
2 C 0.186
3 O -0.482
4 H 0.291
5 H 0.297
6 H 0.274
7 H 0.316
8 N -0.596

***

(2)
A cluster of 2 separate species, C4H13N in total at a distorted geometry, computed with ωB97M-V/def2-TZVPD.

Total charge: +1
Kohn-Sham gap (alpha / beta) in eV: 11.69 / 5.30
LUMO (alpha / beta) in eV: -3.607 / -9.812
2S+1: 2

```
18
C4H13N (ωB97M-V/def2-TZVPD)
C 0.671 -1.034 -2.113
N -0.251 -1.802 -1.041
H 0.072 -0.165 -2.643
H 1.063 -1.593 -2.936
H 1.559 -0.606 -1.685
H -0.098 -2.778 -1.146
H -1.131 -1.518 -1.439
C -1.156 1.267 0.343
C -0.250 1.303 1.640
C 0.997 0.427 1.544
H -0.589 1.488 -0.551
H -1.937 1.996 0.517
H -1.589 0.159 0.073
H -0.912 1.028 2.426
H -0.031 2.349 1.720
H 1.551 0.301 2.420
H 0.617 -0.490 1.211
H 1.613 0.664 0.840
```

Here are the Mulliken charges for atoms 1 to 8, given in e:
1 C -0.661
2 N -0.184
3 H 0.315
4 H 0.376
5 H 0.300
6 H 0.342
7 H 0.362
8 C -0.765

***

(3)
An isolated molecule of C7H8N2S at a distorted geometry, computed with ωB97M-V/def2-TZVPD.

Kohn-Sham gap in eV: 9.19
LUMO in eV: 0.710
Structure (SMILES): CCn1cnc2ccsc21

```
18
C7H8N2S (ωB97M-V/def2-TZVPD)
C -0.540 -1.694 -1.109
C -1.250 -0.885 -0.090
N -0.488 0.009 0.604
C 0.018 -0.180 1.814
N 0.972 0.624 2.272
C 1.084 1.613 1.263
C 1.841 2.840 1.140
C 1.515 3.377 -0.067
S 0.235 2.683 -0.965
C 0.219 1.401 0.228
H -0.005 -1.115 -1.758
H -1.026 -2.511 -1.459
H 0.305 -2.137 -0.570
H -1.715 -1.676 0.532
H -2.112 -0.311 -0.623
H -0.488 -0.976 2.434
H 2.818 3.109 1.540
H 2.005 4.303 -0.430
```

Here are the Mulliken charges for atoms 1 to 8, given in e:
1 C -1.402
2 C -0.303
3 N 0.218
4 C 0.120
5 N -0.720
6 C 0.508
7 C -0.772
8 C -0.158

***

(4)
An isolated molecule of C2H4OS at a distorted geometry, computed with ωB97M-V/def2-TZVPD.

Kohn-Sham gap in eV: 9.48
LUMO in eV: 0.748
Structure (SMILES): COC=S

```
8
C2H4OS (ωB97M-V/def2-TZVPD)
C 1.779 0.113 -1.247
O 0.485 0.478 -0.714
C -0.007 -0.340 0.126
S -1.334 -0.099 1.022
H 2.261 -0.781 -0.835
H 2.267 1.028 -0.902
H 1.637 0.104 -2.311
H 0.668 -1.217 0.132
```

Mulliken atomic charges, in units of e:
1 C -0.615
2 O -0.228
3 C 0.093
4 S -0.313
5 H 0.422
6 H 0.217
7 H 0.208
8 H 0.215

***

(5)
A structure of composition C34H50BF4Ge2N2TeTl at a distorted geometry, computed with ωB97M-V/def2-TZVPD.

Total charge: -2
Kohn-Sham gap in eV: 3.85
LUMO in eV: 3.516

```
95
C34H50BF4Ge2N2TeTl (ωB97M-V/def2-TZVPD)
Tl -0.647 1.428 0.132
C -3.901 -5.242 -1.380
C -4.847 -4.120 -0.929
C -5.520 -4.522 0.392
C -5.944 -3.931 -1.980
C -4.018 -2.860 -0.739
C -3.918 -1.853 -1.711
C -3.100 -0.771 -1.461
N -2.389 -0.605 -0.359
C -2.482 -1.545 0.598
C -3.276 -2.682 0.410
C -1.686 -1.366 1.800
C -2.035 -1.999 2.999
C -1.275 -1.827 4.140
C -0.096 -1.084 3.992
C 0.164 -0.461 2.785
N -0.628 -0.542 1.727
C -1.739 -2.327 5.501
C -2.948 -3.268 5.411
C -0.616 -3.078 6.231
C -2.153 -1.096 6.317
H -4.452 -6.173 -1.521
H -3.121 -5.400 -0.636
H -3.419 -4.970 -2.317
H -6.246 -5.318 0.220
H -6.036 -3.671 0.833
H -4.790 -4.889 1.109
H -6.571 -4.821 -2.020
H -5.512 -3.784 -2.965
H -6.569 -3.076 -1.730
H -4.446 -1.916 -2.649
H -3.002 0.016 -2.199
H -3.273 -3.448 1.165
H -2.953 -2.564 3.030
H 0.576 -0.909 4.816
H 1.030 0.176 2.664
H -2.709 -4.156 4.827
H -3.804 -2.771 4.962
H -3.244 -3.582 6.413
H -0.218 -3.872 5.602
H -0.995 -3.527 7.151
H 0.198 -2.408 6.492
H -2.998 -0.604 5.840
H -1.342 -0.376 6.365
H -2.444 -1.394 7.326
C 2.720 5.172 1.177
C 1.687 4.096 0.912
Ge 2.296 2.179 0.468
C 3.904 2.013 1.763
C 5.252 2.625 1.425
C 3.260 2.724 -1.223
C 3.091 2.306 -2.486
Ge 1.879 0.747 -2.921
C 0.380 1.689 -3.949
C -0.471 0.831 -4.869
C 3.103 -0.439 -4.074
C 2.403 -1.361 -5.052
C 3.734 2.990 -3.618
C 4.674 4.019 -3.442
C 5.241 4.691 -4.505
C 4.924 4.346 -5.809
C 4.016 3.323 -6.014
C 3.427 2.676 -4.947
H 2.245 6.126 1.433
H 3.354 5.338 0.304
H 3.352 4.878 2.012
H 1.021 4.419 0.103
H 1.070 3.995 1.805
H 4.048 0.944 1.942
H 3.535 2.433 2.700
H 5.653 2.199 0.505
H 5.980 2.438 2.226
H 5.179 3.703 1.295
H 3.916 3.575 -1.056
H 0.753 2.561 -4.486
H -0.263 2.076 -3.151
H 0.110 0.453 -5.709
H -1.318 1.396 -5.272
H -0.865 -0.023 -4.318
H 3.648 -1.054 -3.351
H 3.847 0.154 -4.605
H 1.626 -1.919 -4.535
H 3.102 -2.072 -5.500
H 1.942 -0.790 -5.855
H 4.971 4.308 -2.444
H 5.935 5.503 -4.317
H 5.370 4.869 -6.646
H 3.755 3.025 -7.023
H 2.702 1.908 -5.157
Te 0.719 -0.946 -1.499
F -0.527 1.536 5.064
B -0.295 2.617 4.214
F -0.534 2.236 2.886
F -1.166 3.638 4.578
F 1.010 3.038 4.367
```

Here are the Mulliken charges for atoms 1 to 8, given in e:
1 Tl 0.590
2 C -1.618
3 C 2.182
4 C -1.795
5 C -2.057
6 C 0.850
7 C -0.738
8 C -0.683

***

(6)
A cluster of 2 separate species, C3H4N2O in total, computed with ωB97M-V/def2-TZVPD.

Kohn-Sham gap in eV: 10.09
LUMO in eV: 0.540
Structure (SMILES): C#[N+][O-].C#CN

```
10
C3H4N2O (ωB97M-V/def2-TZVPD)
C -1.125 1.436 0.233
N -2.277 1.479 0.351
O -3.476 1.548 0.475
H -0.069 1.252 0.120
C 0.232 -2.069 -0.184
C 0.945 -1.099 -0.181
N 1.673 0.059 -0.164
H -0.383 -2.941 -0.190
H 2.127 0.250 -1.050
H 2.353 0.085 0.589
```

Here are the Mulliken charges for atoms 1 to 8, given in e:
1 C -0.191
2 N 0.463
3 O -0.618
4 H 0.385
5 C -0.494
6 C 0.104
7 N -0.566
8 H 0.416

***

(7)
A structure of composition C4H2CaO2 at a distorted geometry, computed with ωB97M-V/def2-TZVPD.

Total charge: +2
Kohn-Sham gap (alpha / beta) in eV: 6.75 / 6.48
LUMO (alpha / beta) in eV: -9.761 / -9.728

```
9
C4H2CaO2 (ωB97M-V/def2-TZVPD)
H -3.261 -0.645 -1.132
O -3.928 0.662 0.668
C -3.260 -0.129 0.120
C -1.983 -0.082 -0.531
C -0.800 -0.365 -0.199
C 0.470 -0.643 0.271
O 1.443 0.139 0.153
Ca 3.483 0.392 0.608
H 0.549 -1.544 0.903
```

Here are the Mulliken charges for atoms 1 to 8, given in e:
1 H 0.209
2 O -0.191
3 C 0.450
4 C -0.249
5 C 0.250
6 C 0.168
7 O -0.758
8 Ca 1.811

***

(8)
A cluster of 2 separate species, C8H10F3N2O in total at a distorted geometry, computed with ωB97M-V/def2-TZVPD.

Total charge: +1
Kohn-Sham gap in eV: 9.38
LUMO in eV: -3.698

```
24
C8H10F3N2O (ωB97M-V/def2-TZVPD)
C 2.171 0.170 -2.164
C 0.364 -0.930 -0.947
C 1.251 1.120 -2.484
C 1.709 -0.913 -1.398
C -0.554 -0.038 -1.424
C -2.814 0.080 1.310
C -1.692 -0.034 2.014
C -1.128 1.175 2.827
N -0.072 0.943 -2.173
N 2.563 -1.849 -0.992
O -0.866 -1.083 1.896
F -0.560 0.689 4.008
F -0.069 1.680 2.112
F -1.945 2.133 3.216
H 3.189 0.123 -2.290
H -0.053 -1.634 -0.281
H 1.764 1.927 -2.951
H -3.033 -0.831 0.847
H -3.555 0.908 1.287
H -1.550 0.154 -1.316
H -0.776 1.605 -2.451
H 3.557 -1.819 -1.246
H 2.550 -2.302 -0.127
H -0.451 -1.274 2.726
```

Here are the Mulliken charges for atoms 1 to 8, given in e:
1 C -0.577
2 C -0.623
3 C -0.432
4 C 0.932
5 C -0.479
6 C -1.029
7 C 0.449
8 C 0.715

***

(9)
The ion C10H11ClP with charge +1 at a distorted geometry, computed with ωB97M-V/def2-TZVPD.

Total charge: +1
Kohn-Sham gap in eV: 6.72
LUMO in eV: -5.442

```
23
C10H11ClP (ωB97M-V/def2-TZVPD)
C 4.483 0.276 0.313
C 4.191 -0.655 -0.673
C 3.498 0.676 1.205
C 2.913 -1.168 -0.796
C 2.220 0.167 1.103
C 1.915 -0.745 0.084
C 0.567 -1.153 -0.004
C -0.641 -1.220 0.092
C -2.843 1.429 0.128
C -4.955 -0.209 -0.708
P -3.884 0.050 0.747
Cl -2.258 -1.590 0.185
H 5.481 0.682 0.391
H 4.962 -0.982 -1.353
H 3.720 1.386 1.985
H 2.689 -1.889 -1.567
H 1.447 0.472 1.793
H -3.375 2.361 0.315
H -2.629 1.342 -0.935
H -1.913 1.467 0.692
H -5.531 0.712 -0.835
H -5.658 -1.018 -0.534
H -4.398 -0.393 -1.625
```

Here are the Mulliken charges for atoms 1 to 8, given in e:
1 C -0.429
2 C -0.466
3 C -0.532
4 C -0.545
5 C -0.340
6 C 0.669
7 C 0.105
8 C -0.052

***

(10)
An isolated molecule of C4H11NS at a distorted geometry, computed with ωB97M-V/def2-TZVPD.

Kohn-Sham gap in eV: 9.62
LUMO in eV: 0.950
Structure (SMILES): CCNCCS

```
17
C4H11NS (ωB97M-V/def2-TZVPD)
C 1.779 -1.376 0.282
C 2.051 0.109 -0.003
N 1.018 0.834 -0.721
C -0.044 1.445 0.042
C -1.029 0.534 0.808
S -1.953 -0.618 -0.257
H 0.930 -1.540 0.969
H 1.569 -1.912 -0.663
H 2.641 -1.817 0.711
H 2.266 0.635 0.931
H 2.966 0.173 -0.584
H 0.671 0.313 -1.488
H -0.619 2.089 -0.646
H 0.402 2.151 0.778
H -0.537 -0.024 1.603
H -1.784 1.155 1.296
H -0.915 -1.450 -0.516
```

Here are the Mulliken charges for atoms 1 to 8, given in e:
1 C -0.978
2 C -0.467
3 N -0.266
4 C -0.632
5 C -0.598
6 S -0.180
7 H 0.203
8 H 0.246

***

(11)
A structure of composition C53H62Cl2Ge2N4O5Zr at a distorted geometry, computed with ωB97M-V/def2-TZVPD.

Kohn-Sham gap in eV: 6.19
LUMO in eV: -0.943

```
129
C53H62Cl2Ge2N4O5Zr (ωB97M-V/def2-TZVPD)
Zr -0.360 -0.287 0.623
C 2.884 3.755 4.753
C 2.736 3.058 3.398
Ge 1.200 1.778 3.090
C 1.198 0.497 4.608
C 1.042 1.088 6.013
C -0.183 3.144 2.878
C -0.848 3.566 1.789
Ge -0.981 2.283 0.215
C -2.935 1.655 0.134
C -4.173 2.523 0.367
C -0.656 3.192 -1.568
C -1.686 4.132 -2.195
C -1.501 4.903 1.819
C -2.490 5.231 0.893
C -3.150 6.449 0.930
C -2.814 7.393 1.888
C -1.795 7.109 2.786
C -1.141 5.889 2.746
H 3.628 4.554 4.704
H 3.209 3.056 5.523
H 1.942 4.199 5.086
H 3.664 2.523 3.169
H 2.626 3.821 2.620
H 2.145 -0.034 4.507
H 0.420 -0.243 4.429
H 1.943 1.611 6.325
H 0.847 0.300 6.745
H 0.215 1.800 6.064
H -0.209 3.766 3.776
H -2.973 0.850 0.870
H -3.012 1.161 -0.840
H -4.107 3.077 1.304
H -5.066 1.893 0.414
H -4.326 3.242 -0.439
H -0.522 2.331 -2.232
H 0.317 3.691 -1.516
H -2.685 3.687 -2.183
H -1.432 4.338 -3.239
H -1.727 5.088 -1.675
H -2.734 4.505 0.137
H -3.929 6.663 0.208
H -3.327 8.345 1.926
H -1.502 7.851 3.520
H -0.326 5.712 3.436
Cl -4.046 -6.670 1.875
C -3.435 -5.098 1.464
C -4.103 -4.341 0.490
C -3.627 -3.103 0.147
Cl -4.427 -2.132 -1.032
C -2.458 -2.559 0.745
O -2.081 -1.359 0.467
C -1.789 -3.368 1.701
C -0.525 -2.945 2.230
O 0.199 -2.077 1.729
C -2.311 -4.620 2.073
H -4.993 -4.730 0.016
H -0.146 -3.486 3.108
H -1.792 -5.220 2.811
C -1.866 -0.081 3.320
O -0.868 0.254 2.403
H -1.741 -1.111 3.686
H -2.861 -0.001 2.871
H -1.830 0.593 4.182
N 4.711 -3.019 1.550
C 3.462 -2.473 1.663
N 3.282 -1.832 2.776
C 4.479 -1.951 3.468
C 4.865 -1.438 4.705
C 6.148 -1.702 5.142
C 7.047 -2.455 4.372
C 6.690 -2.962 3.138
C 5.396 -2.696 2.704
H 5.068 -3.536 0.767
H 2.719 -2.575 0.883
H 4.181 -0.844 5.297
H 6.477 -1.310 6.096
H 8.043 -2.634 4.754
H 7.385 -3.534 2.538
C -4.377 2.010 -6.616
C -3.782 0.658 -6.317
C -4.180 -0.451 -7.056
C -3.640 -1.706 -6.825
C -2.671 -1.862 -5.849
C -2.261 -0.764 -5.108
N -1.251 -0.943 -4.112
C 0.010 -0.427 -4.277
C 0.513 -0.140 -5.555
C 1.801 0.325 -5.717
C 2.645 0.522 -4.625
C 2.165 0.258 -3.361
C 0.861 -0.203 -3.171
C 0.376 -0.355 -1.797
O -0.861 -0.267 -1.518
O 1.187 -0.528 -0.823
C -2.817 0.504 -5.314
C -2.359 1.665 -4.469
H -5.137 1.933 -7.392
H -3.607 2.703 -6.962
H -4.838 2.446 -5.730
H -4.929 -0.327 -7.830
H -3.969 -2.556 -7.409
H -2.215 -2.824 -5.655
H -1.585 -0.959 -3.159
H -0.129 -0.282 -6.415
H 2.158 0.548 -6.715
H 3.651 0.890 -4.768
H 2.779 0.431 -2.486
H -1.452 2.115 -4.885
H -2.121 1.344 -3.455
H -3.116 2.443 -4.410
C 3.520 -7.040 -1.620
C 2.597 -5.887 -1.345
C 2.849 -4.610 -1.827
C 1.962 -3.582 -1.539
N 0.855 -3.741 -0.815
C 0.606 -4.974 -0.371
C 1.436 -6.059 -0.597
H 4.217 -6.806 -2.424
H 2.949 -7.927 -1.895
H 4.099 -7.287 -0.728
H 3.723 -4.409 -2.435
H 2.153 -2.579 -1.907
H -0.316 -5.107 0.184
H 1.173 -7.031 -0.199
C 2.012 0.824 1.537
H 1.665 -0.216 1.470
H 3.074 0.750 1.751
H 1.895 1.353 0.593
```

Here are the Mulliken charges for atoms 1 to 8, given in e:
1 Zr -2.042
2 C -1.282
3 C -0.944
4 Ge 1.646
5 C 1.057
6 C -1.613
7 C -1.092
8 C -0.092

***

Repeat the eighth record exactly.
A cluster of 2 separate species, C8H10F3N2O in total at a distorted geometry, computed with ωB97M-V/def2-TZVPD.

Total charge: +1
Kohn-Sham gap in eV: 9.38
LUMO in eV: -3.698

```
24
C8H10F3N2O (ωB97M-V/def2-TZVPD)
C 2.171 0.170 -2.164
C 0.364 -0.930 -0.947
C 1.251 1.120 -2.484
C 1.709 -0.913 -1.398
C -0.554 -0.038 -1.424
C -2.814 0.080 1.310
C -1.692 -0.034 2.014
C -1.128 1.175 2.827
N -0.072 0.943 -2.173
N 2.563 -1.849 -0.992
O -0.866 -1.083 1.896
F -0.560 0.689 4.008
F -0.069 1.680 2.112
F -1.945 2.133 3.216
H 3.189 0.123 -2.290
H -0.053 -1.634 -0.281
H 1.764 1.927 -2.951
H -3.033 -0.831 0.847
H -3.555 0.908 1.287
H -1.550 0.154 -1.316
H -0.776 1.605 -2.451
H 3.557 -1.819 -1.246
H 2.550 -2.302 -0.127
H -0.451 -1.274 2.726
```

Here are the Mulliken charges for atoms 1 to 8, given in e:
1 C -0.577
2 C -0.623
3 C -0.432
4 C 0.932
5 C -0.479
6 C -1.029
7 C 0.449
8 C 0.715

***

- Which formula does entry 3 have?
  C7H8N2S